DFT (ωB97M-V with the def2-TZVPD basis set) results for one molecule with the formula C5H11NO.

CARTESIAN COORDINATES (ANGSTROEM)
1 C 0.37 -0.27 2.78
2 C 0.45 -0.23 1.25
3 C -0.58 0.70 0.61
4 N -0.40 0.78 -0.83
5 C -0.53 -0.33 -1.61
6 C 0.10 -0.23 -2.98
7 O -1.08 -1.35 -1.22
8 H 1.09 -0.99 3.18
9 H 0.58 0.71 3.22
10 H -0.63 -0.58 3.11
11 H 1.45 0.10 0.95
12 H 0.29 -1.23 0.84
13 H -1.59 0.35 0.84
14 H -0.48 1.72 1.01
15 H 0.15 1.55 -1.19
16 H 1.09 -0.71 -2.93
17 H 0.24 0.79 -3.33
18 H -0.50 -0.79 -3.70

Calculated values
structure (SMILES)	CCCNC(C)=O
energy	-8901.617	eV
LUMO	0.921	eV
spin multiplicity	1
strongest force on any atom	0.37	eV/A
HOMO-LUMO gap	10.5	eV
energy above the lowest of the compared OMol25 structures with the same formula, charge and spin	1.85	kcal per mole



DFT (ωB97M-V with the def2-TZVPD basis set) results for a 2-piece molecular cluster, C3H10NO2Si overall at a distorted geometry.

CARTESIAN COORDINATES (ANGSTROEM)
1 C -1.25 -1.49 0.43
2 C -2.18 -0.21 0.47
3 C -1.76 0.74 -0.50
4 N -0.52 1.11 -0.53
5 O -0.28 -1.70 -0.20
6 O 1.76 0.38 0.76
7 Si 2.87 0.00 -0.44
8 H -1.73 -2.36 0.88
9 H -3.34 -0.48 0.49
10 H -1.90 0.08 1.56
11 H -2.51 1.33 -0.98
12 H -0.20 1.77 -1.24
13 H 1.91 0.84 1.56
14 H 0.22 0.40 -0.14
15 H 3.96 0.85 -0.34
16 H 3.09 -1.42 -0.34
17 H 1.84 0.15 -1.45

Calculated values
energy	-16727.931	eV
charge	+1
LUMO	-4.945	eV
spin multiplicity	1
strongest force on any atom	4.00	eV/A
HOMO-LUMO gap	9.5	eV
energy above the lowest of the compared OMol25 structures with the same formula, charge and spin	87.32	kcal per mole



DFT (ωB97M-V with the def2-TZVPD basis set) results for a 2-piece molecular cluster, C2H4OS2 overall at a distorted geometry.

CARTESIAN COORDINATES (ANGSTROEM)
1 C 0.35 -0.79 2.55
2 C 0.82 -1.16 1.51
3 O -0.95 1.55 0.67
4 S -0.54 1.97 -2.31
5 S -0.61 0.74 -0.45
6 H -0.23 -0.54 3.40
7 H -1.05 0.96 -3.07
8 H 1.42 -1.45 0.60
9 H 0.74 0.62 -0.49

Calculated values
energy	-25852.904	eV
LUMO	0.083	eV
spin multiplicity	1
strongest force on any atom	3.58	eV/A
HOMO-LUMO gap	9.6	eV
energy above the lowest of the compared OMol25 structures with the same formula, charge and spin	82.81	kcal per mole



DFT (ωB97M-V with the def2-TZVPD basis set) results for C2H28NO10S as an isolated structure at a distorted geometry.

CARTESIAN COORDINATES (ANGSTROEM)
1 C -2.70 -1.08 -0.53
2 C -2.34 -2.30 -1.34
3 S -1.87 -3.73 -0.30
4 N -1.49 -0.34 0.02
5 H -3.18 -1.39 0.40
6 H -3.33 -0.33 -0.95
7 H -1.44 -2.04 -1.87
8 H -3.07 -2.56 -2.09
9 H -2.99 -3.58 0.42
10 H -1.84 0.60 0.25
11 H -0.75 -0.10 -0.64
12 H -1.16 -0.87 0.82
13 H 3.19 2.88 0.02
14 H 2.51 1.72 0.56
15 O 2.46 2.29 -0.23
16 H 2.64 1.36 -2.69
17 H 2.37 1.51 -1.05
18 O 2.27 1.00 -1.88
19 H 1.81 -3.06 -0.04
20 H 1.25 -1.82 -0.89
21 O 1.46 -2.17 0.00
22 H 2.21 -1.08 3.86
23 H 3.14 -0.02 3.31
24 O 2.27 -0.13 3.72
25 H 0.29 1.97 1.91
26 H 1.09 0.78 2.49
27 O 0.60 1.09 1.71
28 H 1.30 -1.46 -3.30
29 H 1.44 -0.45 -2.07
30 O 0.91 -1.19 -2.47
31 H -1.41 1.94 -2.08
32 H -1.96 3.08 -1.37
33 O -2.07 2.11 -1.40
34 H -0.25 4.69 -0.03
35 H -1.12 3.57 0.49
36 O -0.64 3.85 -0.31
37 H 2.65 -0.93 0.46
38 H 4.04 -0.31 0.47
39 O 3.14 -0.14 0.77
40 H -1.62 2.12 2.86
41 H -2.76 2.81 2.42
42 O -1.99 2.40 2.00

Calculated values
energy	-35322.721	eV
charge	+1
LUMO	-2.550	eV
spin multiplicity	1
strongest force on any atom	7.63	eV/A
HOMO-LUMO gap	9.7	eV
energy above the lowest of the compared OMol25 structures with the same formula, charge and spin	0.00	kcal per mole



DFT (ωB97M-V with the def2-TZVPD basis set) results for C18H23ClHfN2O4 as an isolated structure at a distorted geometry.

CARTESIAN COORDINATES (ANGSTROEM)
1 C -0.51 0.02 6.52
2 C -0.20 -0.85 5.26
3 N -0.12 -0.09 4.01
4 C 0.62 -0.47 2.90
5 C 0.49 0.62 1.97
6 N -0.37 1.56 2.44
7 C -0.71 1.14 3.70
8 C -0.78 2.78 1.71
9 H 0.16 0.88 6.49
10 H -0.24 -0.56 7.40
11 H -1.56 0.27 6.61
12 H -0.99 -1.59 5.10
13 H 0.67 -1.48 5.43
14 H 1.14 -1.41 2.81
15 H 1.02 0.87 1.07
16 H -1.37 1.64 4.38
17 H -0.53 3.66 2.30
18 H -1.86 2.92 1.64
19 H -0.45 2.88 0.68
20 Hf 5.34 4.58 -1.17
21 Cl 2.69 1.78 -1.91
22 O 1.28 1.84 -1.55
23 O 2.97 1.57 -3.30
24 O 3.17 3.03 -1.52
25 O 3.29 0.76 -1.07
26 C -0.35 -1.66 -0.36
27 C -1.10 -0.48 -0.13
28 C -2.15 -0.56 0.72
29 C -2.53 -1.78 1.29
30 C -1.86 -2.94 1.00
31 C -0.71 -2.88 0.19
32 H 0.55 -1.52 -0.95
33 H -0.89 0.49 -0.57
34 H -2.74 0.34 0.80
35 H -3.33 -1.87 2.01
36 H -1.89 -3.88 1.54
37 H -0.15 -3.80 0.09
38 C 1.00 -1.80 -5.49
39 C 0.56 -1.31 -6.72
40 C -0.08 -0.05 -6.87
41 C -0.40 0.72 -5.78
42 C -0.04 0.29 -4.51
43 C 0.70 -0.95 -4.40
44 H 1.64 -2.66 -5.41
45 H 0.95 -1.72 -7.64
46 H -0.40 0.34 -7.82
47 H -0.91 1.67 -5.84
48 H -0.17 0.87 -3.61
49 H 1.14 -1.21 -3.45

Calculated values
energy	-43977.231	eV
charge	+4
LUMO	-16.340	eV
spin multiplicity	1
strongest force on any atom	9.54	eV/A
HOMO-LUMO gap	2.3	eV



DFT (ωB97M-V with the def2-TZVPD basis set) results for one molecule with the formula C2H3I3Si at a distorted geometry.

CARTESIAN COORDINATES (ANGSTROEM)
1 I -1.69 2.37 -1.35
2 C -0.86 0.92 0.31
3 C 0.43 0.38 0.18
4 Si 0.97 -1.30 -0.12
5 I 3.34 -1.84 -0.17
6 I -0.65 -3.01 -0.92
7 H -1.16 1.45 1.16
8 H -1.63 0.05 0.56
9 H 1.26 0.99 0.37

Calculated values
structure (SMILES)	ICC=[Si](I)I
energy	-34301.822	eV
LUMO (spin up / spin down)	-1.370 / -1.370	eV
spin multiplicity	1
strongest force on any atom	4.80	eV/A
HOMO-LUMO gap (spin up / spin down)	7.0 / 7.0	eV
energy above the lowest of the compared OMol25 structures with the same formula, charge and spin	60.82	kcal per mole



DFT (ωB97M-V with the def2-TZVPD basis set) results for one molecule with the formula C4H7NO.

CARTESIAN COORDINATES (ANGSTROEM)
1 C 0.02 -1.93 0.03
2 N -0.88 -1.28 -0.56
3 C -1.33 -0.08 0.14
4 C -0.29 1.01 0.01
5 C 0.93 0.83 -0.50
6 O 1.97 1.70 -0.38
7 H 0.41 -1.65 1.03
8 H 0.50 -2.77 -0.47
9 H -1.47 -0.28 1.22
10 H -2.30 0.23 -0.25
11 H -0.54 1.97 0.46
12 H 1.21 -0.04 -1.07
13 H 1.77 2.29 0.36

Calculated values
structure (SMILES)	C=NC/C=C/O
energy	-7797.249	eV
LUMO	0.867	eV
spin multiplicity	1
strongest force on any atom	0.44	eV/A
HOMO-LUMO gap	9.7	eV
energy above the lowest of the compared OMol25 structures with the same formula, charge and spin	55.25	kcal per mole



DFT (ωB97M-V with the def2-TZVPD basis set) results for an isolated ion of composition C3HN2O5 and charge +1 at a distorted geometry.

CARTESIAN COORDINATES (ANGSTROEM)
1 O -1.38 -1.57 0.30
2 C -1.42 -0.42 0.56
3 C -2.67 0.38 1.03
4 O -3.70 -0.05 1.40
5 N -2.23 1.77 1.03
6 O -2.88 2.71 0.74
7 C -0.43 1.74 0.87
8 O 0.17 2.70 1.07
9 N -0.31 0.46 0.50
10 O 0.95 -0.01 0.27
11 H 0.99 -0.54 -0.56

Calculated values
structure (SMILES)	O=c1c(=O)[n+](=O)c(=O)n1O
energy	-16330.632	eV
charge	+1
LUMO	-8.815	eV
spin multiplicity	1
strongest force on any atom	2.45	eV/A
HOMO-LUMO gap	7.7	eV
energy above the lowest of the compared OMol25 structures with the same formula, charge and spin	0.00	kcal per mole



DFT (ωB97M-V with the def2-TZVPD basis set) results for C21H32BMoN8 as an isolated structure.

CARTESIAN COORDINATES (ANGSTROEM)
1 Mo -0.10 0.32 0.34
2 C 3.53 -0.87 -3.27
3 C 2.43 -0.35 -2.34
4 C 1.07 -0.41 -3.05
5 C 2.36 -1.16 -1.08
6 C 3.12 -2.28 -0.77
7 C 2.59 -2.80 0.40
8 N 1.58 -2.02 0.80
9 N 1.43 -0.99 -0.09
10 B 0.42 -2.39 1.73
11 N -0.87 -2.41 0.83
12 C -1.79 -3.35 0.66
13 C -2.80 -2.87 -0.18
14 C -2.45 -1.59 -0.51
15 N -1.26 -1.29 0.12
16 C -3.11 -0.61 -1.42
17 C -2.97 -1.06 -2.89
18 C -2.57 0.80 -1.21
19 N 0.23 -1.25 2.75
20 C 0.08 -1.27 4.07
21 C -0.33 0.00 4.51
22 C -0.44 0.77 3.39
23 N -0.08 0.00 2.29
24 C -0.95 2.17 3.22
25 C -2.39 2.28 3.74
26 C -0.85 2.59 1.77
27 H 3.56 -0.26 -4.17
28 H 3.33 -1.90 -3.58
29 H 4.51 -0.82 -2.80
30 H 2.68 0.68 -2.10
31 H 0.83 -1.43 -3.34
32 H 1.08 0.21 -3.95
33 H 0.25 -0.05 -2.42
34 H 3.94 -2.68 -1.34
35 H 2.86 -3.68 0.96
36 H 0.58 -3.44 2.26
37 H -1.69 -4.31 1.15
38 H -3.68 -3.41 -0.50
39 H -4.17 -0.60 -1.17
40 H -1.92 -1.06 -3.19
41 H -3.50 -0.37 -3.54
42 H -3.36 -2.06 -3.04
43 H -1.48 0.85 -1.46
44 H -2.76 1.17 -0.20
45 H -3.03 1.51 -1.91
46 H 0.26 -2.17 4.63
47 H -0.53 0.28 5.53
48 H -0.32 2.83 3.81
49 H -3.07 1.63 3.18
50 H -2.74 3.31 3.65
51 H -2.45 2.00 4.79
52 H -1.50 1.95 1.13
53 H 0.19 2.63 1.43
54 H -1.26 3.59 1.58
55 N 1.87 3.52 -1.68
56 C 2.83 3.21 -0.74
57 C 2.37 2.12 -0.09
58 N 1.11 1.79 -0.61
59 C 0.86 2.68 -1.58
60 H 1.93 4.29 -2.34
61 H 3.75 3.76 -0.64
62 H 2.83 1.55 0.69
63 H -0.03 2.71 -2.20

Calculated values
energy	-36725.004	eV
charge	+3
LUMO (spin up / spin down)	-11.906 / -11.391	eV
spin multiplicity	3
expectation value of S²	2.018
strongest force on any atom	0.27	eV/A
HOMO-LUMO gap (spin up / spin down)	6.5 / 7.0	eV
energy above the lowest of the compared OMol25 structures with the same formula, charge and spin	0.00	kcal per mole



DFT (ωB97M-V with the def2-TZVPD basis set) results for C22H34BrF5MnO3PS2 as an isolated structure.

CARTESIAN COORDINATES (ANGSTROEM)
1 Mn 1.31 2.69 0.51
2 C -4.62 -0.92 3.82
3 C -3.94 -1.58 2.61
4 C -3.78 -3.07 2.91
5 C -4.85 -1.42 1.39
6 C -2.60 -0.90 2.34
7 C -2.56 0.48 2.10
8 C -1.35 1.08 1.85
9 Br -1.35 2.95 1.54
10 C -0.10 0.42 1.81
11 O 1.01 1.07 1.61
12 C -0.15 -0.98 2.03
13 C -1.39 -1.57 2.30
14 C 1.07 -1.91 2.02
15 C 1.27 -2.50 3.42
16 C 2.39 -1.23 1.62
17 C 0.84 -3.05 1.02
18 H -5.57 -1.42 4.04
19 H -4.82 0.13 3.65
20 H -3.98 -0.99 4.71
21 H -4.76 -3.51 3.11
22 H -3.15 -3.24 3.78
23 H -3.35 -3.60 2.06
24 H -5.82 -1.89 1.57
25 H -4.40 -1.89 0.51
26 H -5.03 -0.37 1.15
27 H -3.46 1.07 2.11
28 H -1.39 -2.64 2.49
29 H 1.44 -1.72 4.15
30 H 2.13 -3.17 3.43
31 H 0.40 -3.08 3.74
32 H 2.67 -0.43 2.30
33 H 2.34 -0.79 0.62
34 H 3.17 -2.00 1.62
35 H -0.04 -3.65 1.26
36 H 1.70 -3.71 0.99
37 H 0.69 -2.65 0.01
38 C -1.15 1.40 -4.75
39 C 0.18 2.03 -5.13
40 C 0.15 3.55 -5.09
41 O 1.22 1.45 -4.33
42 P 1.92 2.02 -3.00
43 S 3.11 3.50 -3.27
44 S 0.40 2.31 -1.69
45 O 2.75 0.72 -2.57
46 C 2.40 -0.67 -2.61
47 C 0.97 -0.98 -2.22
48 C 2.76 -1.25 -3.97
49 H -1.92 1.72 -5.45
50 H -1.44 1.70 -3.74
51 H -1.08 0.31 -4.79
52 H 0.43 1.72 -6.15
53 H -0.10 3.92 -4.09
54 H -0.63 3.88 -5.78
55 H 1.10 3.98 -5.38
56 H 3.06 -1.11 -1.86
57 H 0.25 -0.56 -2.93
58 H 0.72 -0.58 -1.23
59 H 0.85 -2.07 -2.20
60 H 2.11 -0.86 -4.74
61 H 2.67 -2.34 -3.94
62 H 3.79 -0.99 -4.22
63 F 3.49 4.99 0.41
64 C 3.04 3.86 1.04
65 F 3.71 2.76 0.40
66 C 3.67 3.88 2.43
67 F 3.17 4.91 3.14
68 F 5.01 4.02 2.42
69 F 3.40 2.76 3.11

Calculated values
energy	-175424.873	eV
charge	-1
LUMO (spin up / spin down)	2.352 / 2.349	eV
spin multiplicity	6
expectation value of S²	8.758
strongest force on any atom	0.52	eV/A
HOMO-LUMO gap (spin up / spin down)	7.4 / 7.5	eV
energy above the lowest of the compared OMol25 structures with the same formula, charge and spin	8.47	kcal per mole



DFT (ωB97M-V with the def2-TZVPD basis set) results for a 2-piece molecular cluster, C4H12N2 overall at a distorted geometry.

CARTESIAN COORDINATES (ANGSTROEM)
1 C -1.95 -0.56 3.44
2 C -1.36 -0.05 2.35
3 N -1.74 -0.18 1.04
4 H -2.59 -1.44 3.44
5 H -1.69 -0.25 4.44
6 H -0.45 0.49 2.58
7 H -2.42 -0.88 0.82
8 H -1.08 -0.06 0.29
9 C 1.61 1.36 -1.22
10 N 0.68 0.23 -1.47
11 C 1.20 -0.74 -2.42
12 H 1.15 2.18 -0.70
13 H 2.37 0.83 -0.65
14 H 2.09 1.78 -2.15
15 H -0.22 0.55 -1.81
16 H 0.83 -0.95 -3.40
17 H 1.27 -1.70 -1.91
18 H 2.28 -0.61 -2.67

Calculated values
structure (SMILES)	C=CN.CNC
energy	-7321.029	eV
LUMO	0.915	eV
spin multiplicity	1
strongest force on any atom	3.16	eV/A
HOMO-LUMO gap	8.8	eV
energy above the lowest of the compared OMol25 structures with the same formula, charge and spin	46.12	kcal per mole



DFT (ωB97M-V with the def2-TZVPD basis set) results for one molecule with the formula C8H8BrCl at a distorted geometry.

CARTESIAN COORDINATES (ANGSTROEM)
1 C -0.51 0.42 1.63
2 C -0.03 -0.83 1.58
3 C -1.41 -0.35 -0.17
4 C 0.96 0.43 -1.86
5 C -1.13 0.90 0.47
6 C -0.10 -1.13 0.09
7 C 0.77 1.08 -0.54
8 C 1.03 -0.32 -0.56
9 Cl 1.47 2.41 0.28
10 Br 2.86 -0.93 0.03
11 H -0.47 1.05 2.56
12 H 0.59 -1.41 2.22
13 H -2.13 -0.90 0.40
14 H -1.73 -0.37 -1.28
15 H 0.01 0.12 -2.41
16 H 1.68 0.40 -2.63
17 H -1.79 1.75 0.35
18 H -0.08 -2.30 -0.16

Calculated values
energy	-90983.434	eV
LUMO (spin up / spin down)	0.695 / -2.318	eV
spin multiplicity	3
expectation value of S²	2.023
strongest force on any atom	6.17	eV/A
HOMO-LUMO gap (spin up / spin down)	6.6 / 7.5	eV